{
  "formula": "C25H31N5OTeV",
  "method": "wB97M-V/def2-TZVPD",
  "largest_force_ev_per_a": 0.5,
  "spin_multiplicity": 4,
  "gap_ev": [5.813, 6.042],
  "molar_mass_g_mol": 596.101,
  "e_above_lowest_kj_mol": 0.0,
  "s_squared": 3.771,
  "homo_ev": [-6.0, -6.4],
  "elements": ["V", "C", "C", "N", "N", "C", "O", "C", "C", "C", "C", "C", "C", "C", "C", "C", "C", "C", "N", "H", "H", "H", "H", "H", "H", "H", "H", "H", "H", "H", "H", "N", "C", "C", "N", "H", "H", "H", "H", "H", "H", "H", "H", "C", "C", "C", "C", "C", "C", "Te", "C", "C", "C", "H", "H", "H", "H", "H", "H", "H", "H", "H", "H", "H"],
  "positions_angstrom": [[-0.544, 0.749, -0.174], [3.678, 1.094, 0.982], [2.361, 0.919, 0.294], [1.215, 0.980, 0.895], [1.137, 1.213, 2.227], [-0.129, 1.120, 2.630], [-1.110, 0.774, 1.888], [-0.389, 1.485, 4.049], [-1.694, 1.754, 4.444], [-1.967, 2.114, 5.756], [-0.936, 2.194, 6.682], [0.370, 1.922, 6.291], [0.645, 1.573, 4.978], [2.286, 0.659, -1.151], [3.432, 0.456, -1.914], [3.308, 0.189, -3.267], [2.045, 0.124, -3.834], [0.950, 0.322, -3.014], [1.050, 0.575, -1.709], [3.499, 1.384, 2.013], [4.271, 1.867, 0.490], [4.254, 0.165, 0.971], [-2.484, 1.689, 3.708], [-2.983, 2.335, 6.055], [-1.147, 2.472, 7.707], [1.175, 1.985, 7.011], [1.656, 1.369, 4.656], [4.407, 0.514, -1.453], [4.192, 0.036, -3.873], [1.905, -0.070, -4.888], [-0.055, 0.299, -3.419], [-0.618, -1.458, 0.243], [-1.856, -2.047, -0.306], [-2.962, -1.003, -0.269], [-2.531, 0.171, -1.045], [0.196, -2.001, -0.020], [-0.655, -1.434, 1.258], [-2.170, -2.943, 0.232], [-1.664, -2.333, -1.343], [-3.113, -0.679, 0.761], [-3.896, -1.440, -0.629], [-3.084, 0.998, -0.845], [-2.592, 0.000, -2.042], [-2.161, 3.224, -6.753], [-1.952, 3.299, -5.262], [-3.021, 3.289, -4.379], [-2.841, 3.364, -2.999], [-4.076, 3.421, -2.134], [-1.542, 3.435, -2.461], [-1.247, 3.456, -0.336], [-0.453, 3.489, -3.352], [0.978, 3.685, -2.914], [-0.679, 3.410, -4.725], [-3.217, 3.113, -6.997], [-1.623, 2.377, -7.186], [-1.795, 4.127, -7.245], [-4.032, 3.233, -4.774], [-4.975, 3.259, -2.729], [-4.151, 4.390, -1.638], [-4.049, 2.690, -1.326], [1.083, 3.603, -1.836], [1.326, 4.677, -3.213], [1.633, 2.953, -3.394], [0.176, 3.452, -5.396]]
}